1.
Below is 9 unconnected molecules or ions with the total composition C5H28N2O9 in a non-equilibrium geometry, with properties calculated with ωB97M-V/def2-TZVPD.

XYZ file:
```
44
Properties=species:S:1:pos:R:3:forces:R:3
N -1.075396 -3.337901 0.191948 1.60 0.87 -0.47
C -1.403658 -2.055832 -0.334095 0.64 -2.95 -3.05
C -0.736002 -0.860839 0.471270 0.23 -0.18 -1.04
N -1.474389 0.341535 0.178587 4.37 0.02 0.75
C -1.410966 0.734633 -1.230676 -1.99 1.09 -1.13
C -0.955586 1.424372 1.029268 0.00 1.60 1.59
C -2.073299 2.153743 1.804793 0.70 0.63 -0.74
O -1.882992 3.306049 2.086025 -0.43 -0.43 0.30
H -1.370600 -3.489267 1.157702 0.50 -0.73 -0.35
H -0.148399 -3.731222 -0.231378 -2.45 0.42 1.78
H -2.504981 -1.903571 -0.362360 0.73 -0.10 -0.04
H -0.927650 -2.227034 -1.408948 -1.54 1.55 1.85
H 0.316501 -1.010817 0.031782 -0.99 1.05 0.64
H -0.718583 -1.129215 1.532243 -0.05 0.47 -0.03
H -1.330996 1.863815 -1.420429 -0.41 -1.61 0.80
H -0.586666 0.340058 -1.832691 -0.14 -0.51 0.34
H -2.434763 0.408973 -1.555451 1.05 0.30 -0.89
H -0.433283 2.235885 0.488993 -0.79 -0.93 -0.45
H -0.082001 1.258068 1.704503 -0.93 -1.06 -0.02
H -3.055091 1.642358 1.955988 0.41 0.10 0.26
H 0.753799 -1.073996 -2.988617 -0.01 0.01 -0.27
H 2.277337 -1.320816 -3.038215 -1.26 1.39 -0.04
O 1.564150 -0.611698 -3.223458 0.69 -0.69 0.09
H 2.428991 -1.699902 1.616699 0.18 0.09 0.93
H 3.353071 -0.722776 0.768575 0.44 0.45 0.20
O 2.783149 -1.507073 0.761661 -0.88 -0.75 -0.91
H -3.818018 0.620338 0.473081 0.25 0.37 -0.10
H -4.011895 -0.832543 0.122924 -0.07 -0.28 -0.17
O -4.472765 -0.071321 0.467790 -0.46 -0.15 0.24
H -2.650954 -0.703359 3.280871 -0.26 0.52 0.39
H -2.241691 -2.033521 3.737924 0.02 0.60 1.01
O -2.291301 -1.111301 4.081514 0.14 -1.12 -1.44
H 0.901846 4.837070 -0.409065 -0.16 0.60 0.14
H -0.043385 3.674150 0.024439 0.63 1.07 -0.27
O 0.812771 3.889503 -0.389319 -0.43 -1.12 0.04
H 3.852948 1.090781 -0.314278 0.98 -0.38 0.95
H 3.963525 1.142259 1.219590 0.56 -0.08 -0.40
O 4.350046 0.667958 0.456846 -1.63 0.90 -0.68
H 2.358444 -2.588269 -1.206779 0.77 0.41 0.04
H 3.706001 -1.815602 -1.384991 -0.52 -0.39 0.00
O 2.975222 -2.240062 -1.868003 0.49 -0.61 0.04
H 2.398701 2.887676 -2.164823 0.60 0.14 0.47
H 2.372312 1.438131 -2.306586 0.24 -0.74 -0.22
O 2.966513 2.120583 -1.974838 -0.81 0.17 -0.12
```
Positions in Å, forces in eV/Å.

energy	-993.53338	hartree
frontier orbital gap (alpha / beta)	9.989 / 4.794	eV
ΔE to the lowest compared entry with this formula, charge and spin	453.1	kJ/mol
total charge	+1
2S+1	2

***

2.
Below is 10 unconnected molecules or ions with the total composition C5H28NO11 in a non-equilibrium geometry, with properties calculated with ωB97M-V/def2-TZVPD.

XYZ file:
```
45
Properties=species:S:1:pos:R:3:forces:R:3
O -0.653386 1.691292 -1.856849 -0.56 0.22 -0.14
C 0.424756 1.720190 -1.205735 0.13 0.12 0.23
O 1.426283 2.376141 -1.511859 0.57 0.30 -0.22
C 0.528923 0.888527 0.089263 -0.02 -0.30 -0.33
C -0.298446 -0.396405 -0.005545 -0.45 0.38 0.13
C -0.544921 -1.039368 1.370454 1.25 -0.76 -0.09
C -1.413515 -0.189540 2.281592 -0.06 0.00 -0.50
N 1.941604 0.583970 0.387198 0.99 2.11 0.67
H 0.148347 1.535145 0.906727 0.06 -0.38 -0.42
H -1.278576 -0.179401 -0.495986 0.90 -0.03 0.62
H 0.199492 -1.085057 -0.702226 0.04 0.11 0.37
H -0.994677 -2.029929 1.144281 0.11 0.36 0.54
H 0.452192 -1.231805 1.882489 -1.21 -0.04 -0.69
H -0.858469 0.662424 2.656286 0.00 0.34 -0.10
H -2.271319 0.155788 1.709464 -0.16 0.32 0.09
H -1.784427 -0.704249 3.150014 -0.12 -0.51 0.38
H 2.285485 -0.202189 -0.145589 -0.14 0.01 -0.32
H 2.522515 1.456044 0.106207 -1.32 -1.99 0.34
H 2.740348 -2.329929 0.527013 -0.08 -0.02 0.14
H 2.571262 -1.351850 1.632991 -0.42 3.19 0.49
O 2.703763 -2.242145 1.497582 0.65 -3.24 -0.20
H 0.833886 3.549758 1.003062 -0.17 0.13 0.37
H 0.809075 3.052735 2.469319 -0.23 0.32 -0.44
O 0.396127 3.702868 1.858777 0.43 -0.38 0.07
H -1.080464 -1.299748 -2.809200 1.11 1.09 -0.49
H -0.709991 0.254446 -2.824560 0.12 -0.42 -0.14
O -0.454734 -0.615388 -3.218489 -1.15 -0.68 0.23
H -2.077890 1.734298 -1.090653 -0.42 -0.18 -0.05
H -2.517729 2.175046 0.251706 -0.13 0.31 0.80
O -2.899549 1.732960 -0.499806 0.46 0.10 -0.79
H 2.484432 -1.574753 -1.849608 0.15 0.11 0.22
H 1.731455 -2.867802 -1.488926 1.56 1.03 0.84
O 2.497261 -2.296171 -1.163448 -1.63 -1.23 -1.45
H 1.910629 0.899899 2.298640 -0.20 0.63 0.51
H 1.316489 0.570567 3.674249 0.16 0.65 -0.14
O 1.659013 1.335535 3.173873 0.09 -1.24 -0.54
H -1.620647 -2.752675 -1.070856 -0.46 0.57 -0.39
H -2.727480 -1.668391 -1.450622 0.40 -0.63 0.38
O -2.044937 -2.288103 -1.814862 -0.14 -0.51 0.01
H -3.539386 0.113739 -0.509764 0.46 1.97 0.28
H -3.682348 -1.000328 0.546086 0.17 0.01 1.05
O -3.746469 -0.796568 -0.369403 -0.95 -1.91 -1.24
H 2.216256 0.646018 -2.560856 0.02 -1.09 -0.39
H 1.235332 -0.404367 -3.074380 -1.58 -0.38 -0.41
O 2.164437 -0.291230 -2.898050 1.77 1.54 0.72
```
Positions in Å, forces in eV/Å.

energy	-1089.86350	hartree
frontier orbital gap	9.020	eV
ΔE to the lowest compared entry with this formula, charge and spin	118.3	kJ/mol
total charge	-1

***

3.
Below is 11 unconnected molecules or ions with the total composition C5H28O10 in a non-equilibrium geometry, with properties calculated with ωB97M-V/def2-TZVPD.

XYZ file:
```
43
Properties=species:S:1:pos:R:3:forces:R:3
C 0.664445 -2.178459 -2.331319 -0.82 -2.89 -1.84
C 1.134968 -1.565712 -1.263324 -0.36 1.39 -0.56
C 1.505547 -0.139168 -1.460609 -0.16 -1.19 0.77
C 1.919034 0.713364 -0.513875 0.65 -0.86 -1.82
C 2.176826 2.137219 -0.879511 1.88 0.02 0.87
H 0.439493 -3.262648 -2.404565 -0.04 0.51 1.07
H 0.452639 -1.883337 -3.372016 0.69 1.16 0.70
H 1.096930 -2.055028 -0.299744 0.49 0.18 0.03
H 1.435839 0.076819 -2.529356 -0.20 0.77 0.35
H 2.330795 0.274223 0.395551 -0.72 0.27 0.25
H 2.652590 2.262478 -1.852198 -0.75 -0.18 -0.46
H 3.037230 2.460162 -0.260495 -0.81 0.50 0.25
H 1.287900 2.742161 -0.754017 0.10 0.50 -0.01
H -3.028002 1.338690 1.166095 0.04 0.56 0.15
H -2.514094 2.712073 1.611955 -0.29 -0.25 -0.13
O -3.246780 2.285111 1.142026 0.20 -0.30 0.00
H 4.174318 -1.508717 -0.180779 0.24 -0.03 -0.18
H 3.360342 -2.807452 -0.213375 0.12 -0.34 -0.20
O 3.408953 -1.945140 0.192521 0.12 0.26 0.59
H -3.652947 1.516550 -0.993996 0.03 0.43 -0.40
H -3.787615 0.194949 -1.644903 0.24 0.62 -0.46
O -3.607640 1.131571 -1.883583 -0.13 -0.44 0.60
H 1.627951 1.814793 2.502398 1.13 0.15 0.28
H 2.521248 0.726008 3.375431 0.52 0.73 -0.49
O 1.674242 1.032560 3.054186 -1.36 -0.45 0.24
H -0.295280 0.614206 -4.383446 0.04 -0.59 0.29
H -0.201273 2.073695 -3.945709 -0.12 -0.11 -0.03
O -0.475636 1.500801 -4.669808 0.06 0.71 -0.27
H -0.704029 0.815100 -0.131565 -0.30 -0.33 0.40
H 0.232678 0.988321 1.022494 0.24 -0.11 0.11
O -0.636560 0.630260 0.824717 -0.20 0.23 -0.53
H 0.247174 -0.918734 2.123992 0.17 0.44 0.24
H 0.832921 -0.998746 3.553666 -0.22 0.36 -0.02
O 0.453303 -1.515640 2.846922 -0.03 -1.24 -0.51
H -3.536144 -0.809160 0.496559 -0.13 0.00 -0.09
H -3.242058 -1.947222 -0.419909 0.06 0.02 -0.07
O -3.667043 -1.078284 -0.420993 0.09 -0.62 0.57
H -1.210654 0.710640 2.616348 0.31 0.12 0.04
H -0.437535 1.175162 3.911000 -0.19 -0.21 -0.48
O -1.230515 0.732361 3.577475 -0.41 0.32 0.72
H -0.793646 -2.753107 0.085633 -0.04 -0.12 -0.48
H -0.968913 -2.424455 1.517680 -0.28 -0.23 0.43
O -1.431003 -2.868267 0.792445 0.15 0.25 0.08
```
Positions in Å, forces in eV/Å.

energy	-959.60094	hartree
frontier orbital gap	9.190	eV
ΔE to the lowest compared entry with this formula, charge and spin	240.9	kJ/mol

***

4.
Below is 8 unconnected molecules or ions with the total composition C5H29N2O8 in a non-equilibrium geometry, with properties calculated with ωB97M-V/def2-TZVPD.

XYZ file:
```
44
Properties=species:S:1:pos:R:3:forces:R:3
C -0.556736 -1.191938 -1.034863 -0.31 0.64 0.64
N -0.253894 0.029811 -0.268176 -0.51 -0.26 0.87
C -1.384235 0.940525 -0.151146 -0.36 0.67 -2.25
C -1.220300 2.045803 0.879971 2.49 1.29 0.21
O -0.533882 1.671512 2.092321 -0.78 -1.04 0.13
C 0.269964 -1.169531 -2.328133 -0.26 -2.12 0.73
N 1.700925 -0.921457 -2.020714 0.60 -0.10 0.62
C 2.536419 -0.618909 -3.196632 0.93 0.61 -1.06
H -0.435922 -2.032743 -0.339758 0.48 -0.22 -0.66
H -1.618206 -1.239379 -1.336440 0.32 0.16 0.13
H 0.033902 -0.162116 0.682184 0.09 -0.66 0.03
H -1.460897 1.333427 -1.199156 -0.31 0.51 0.95
H -2.361564 0.444328 -0.076201 0.58 -0.34 0.32
H -0.561005 2.896284 0.572052 -0.68 -0.60 -0.81
H -2.168120 2.534024 1.087139 -0.17 -0.35 0.43
H 0.434027 1.391426 1.997921 -0.99 0.69 -0.21
H -0.168659 -0.422280 -3.013762 0.80 -0.35 0.20
H 0.322014 -2.213821 -2.720685 -0.67 0.98 -0.40
H 1.771162 -0.196524 -1.292173 -0.30 0.98 -0.54
H 2.137834 -1.693280 -1.496472 -0.59 -0.34 -0.46
H 2.314846 0.405591 -3.555749 0.52 -0.41 0.68
H 2.370305 -1.238309 -4.083034 -0.68 -0.44 0.56
H 3.592292 -0.833425 -2.954656 -0.46 0.78 0.08
H -0.282413 -1.355056 3.123128 -0.10 -0.19 0.21
H 0.716549 -2.413525 3.643980 -0.19 -0.23 0.36
O 0.356114 -2.057280 2.830865 0.25 0.16 -0.29
H 1.943813 1.842843 -0.254647 -0.25 0.28 -0.15
H 0.669060 1.911226 -1.101582 -0.52 -0.08 0.24
O 1.616451 1.971996 -1.160257 1.23 -0.07 -0.10
H -2.636633 1.710537 -3.846052 -0.02 0.25 -0.39
H -2.300458 0.212507 -3.740188 -0.16 -0.01 -0.36
O -2.650856 0.961024 -3.255368 0.16 -0.28 0.64
H -1.183272 0.457457 3.141208 -0.53 -0.09 0.19
H -2.309315 -0.633414 3.453247 -0.01 0.18 -0.19
O -1.451072 -0.294484 3.729151 0.46 0.00 -0.14
H 2.348481 0.189319 1.771554 -0.25 0.38 0.39
H 2.443334 1.188022 2.938003 -0.34 0.22 -0.31
O 1.972542 1.054574 2.098129 0.93 -0.45 -0.14
H -3.634932 0.300329 0.788601 -0.32 -0.02 0.18
H -4.196341 0.443853 2.205271 -0.11 -0.40 -0.52
O -4.100018 -0.194013 1.471516 0.05 0.40 0.73
H 1.852379 -1.729153 2.165772 0.04 0.18 -0.46
H 3.403801 -1.877182 2.105295 -0.13 0.24 -0.32
O 2.662523 -1.448596 1.648557 0.07 -0.54 0.26
```
Positions in Å, forces in eV/Å.

energy	-919.08561	hartree
frontier orbital gap	10.047	eV
ΔE to the lowest compared entry with this formula, charge and spin	224.3	kJ/mol
total charge	+1

***

5.
Below is 9 unconnected molecules or ions with the total composition C5H29N2O8 in a non-equilibrium geometry, with properties calculated with ωB97M-V/def2-TZVPD.

XYZ file:
```
44
Properties=species:S:1:pos:R:3:forces:R:3
C -0.284321 -1.059510 -1.095815 -2.58 3.35 -0.75
N 0.223493 -0.801947 -2.471646 -1.26 -2.50 0.05
C -0.036912 0.091156 -0.148535 0.39 -0.17 3.00
N -1.041639 1.222476 0.047357 1.12 1.21 -0.91
C -1.567845 1.344219 1.516437 -0.49 -1.44 -0.11
C -0.900378 0.226294 2.275139 -0.68 -2.89 -0.66
C 0.151665 -0.445322 1.355991 1.24 2.85 -0.59
H 0.099036 -1.844429 -0.554099 1.07 -2.32 0.44
H -1.406953 -1.130091 -1.055347 0.84 -0.59 -0.66
H 1.246737 -0.841110 -2.446698 -0.32 0.13 0.18
H -0.045129 -1.729199 -2.926895 0.52 1.79 0.05
H 0.871863 0.585073 -0.401644 0.60 0.28 -0.39
H -1.770025 1.216436 -0.650904 -0.68 0.24 -0.37
H -0.426655 2.138445 -0.112624 -2.15 -2.34 0.46
H -2.652282 1.445987 1.839738 1.09 -0.26 -1.74
H -1.092582 2.231328 1.604071 0.96 2.91 2.00
H -0.382496 0.411338 3.198084 -0.18 0.90 0.41
H -1.649630 -0.571835 2.526889 0.37 0.84 -0.17
H 1.131698 -0.007355 1.762147 -1.24 -1.25 -1.09
H 0.149380 -1.512164 1.324917 0.16 -0.53 0.53
H -4.478530 -2.105313 -1.152937 2.78 1.71 2.27
H -4.408445 -2.205153 0.343724 1.90 1.43 -1.15
O -3.828070 -1.732506 -0.368257 -4.62 -3.07 -1.10
H 2.566682 -3.390147 1.203645 -0.14 0.55 -0.28
H 1.445139 -4.045094 0.414872 0.97 2.01 -0.25
O 1.962118 -3.171016 0.471917 -0.83 -2.48 0.43
H 2.503224 -1.677205 -0.614091 0.91 0.04 -0.76
H 3.605133 -1.159455 -1.658953 3.38 -1.38 -1.36
O 2.821525 -0.992027 -1.248870 -3.98 1.08 2.27
H -1.173032 0.670410 -3.535816 -0.65 0.42 -0.31
H -1.094284 1.983665 -4.254205 -0.21 0.20 -0.21
O -1.760043 1.373549 -3.918255 0.98 -0.67 0.73
H 2.910660 1.560208 -1.138946 -0.10 -0.91 -1.99
H 3.241532 0.933131 0.198018 0.89 -4.70 1.77
O 3.091560 1.687481 -0.241865 -0.45 5.44 -0.20
H 2.964985 -1.954286 3.537417 -0.66 -0.67 -0.31
H 2.925325 -0.581269 3.217642 -1.26 -0.69 -0.93
O 2.416599 -1.404026 2.945870 2.26 1.20 1.54
H -3.352897 2.733767 -1.961733 -0.55 -0.36 2.08
H -4.267083 2.401159 -0.560179 2.72 0.84 -1.86
O -3.333373 2.648443 -0.953617 -2.05 -0.65 -0.34
H 1.832618 2.518291 1.929847 -0.22 0.32 0.34
H 1.647515 2.324254 0.494085 0.50 0.11 -0.37
O 1.144114 2.613351 1.264123 -0.33 0.03 0.32
```
Positions in Å, forces in eV/Å.

energy	-919.02184	hartree
frontier orbital gap	10.427	eV
ΔE to the lowest compared entry with this formula, charge and spin	391.7	kJ/mol
total charge	+1

***

6.
Below is a molecular structure, C5H29NO10 in a non-equilibrium geometry, with properties calculated with ωB97M-V/def2-TZVPD.

XYZ file:
```
45
Properties=species:S:1:pos:R:3:forces:R:3
C -2.277519 -0.230888 2.317307 -0.01 0.94 -0.70
O -3.517730 0.066187 1.636961 0.14 -0.71 0.44
C -1.112951 -0.414056 1.298450 -1.76 0.03 1.01
C -0.883604 0.719613 0.289427 -1.16 0.36 1.90
C 0.387561 1.482851 0.426231 0.15 -0.39 -1.62
C 1.277613 1.428053 1.487348 -0.20 0.83 1.58
N 0.753301 2.084510 -0.694555 2.53 2.00 3.09
H -2.049827 0.516270 3.090625 -0.21 -0.02 -0.16
H -2.507040 -1.173611 2.796152 0.33 -0.18 0.20
H -3.491827 0.910725 1.205190 0.08 0.78 -0.08
H -1.538390 -1.230272 0.739051 0.87 -0.81 -0.31
H -0.276209 -0.694494 1.930791 0.32 -0.23 -0.60
H -1.678848 1.460795 0.456573 0.06 0.29 0.08
H -1.120558 0.381553 -0.713166 0.77 0.31 0.25
H 1.070113 0.872194 2.384718 -0.16 -0.21 -0.01
H 2.196303 1.992263 1.537716 -0.07 0.14 -0.28
H 0.548871 1.671938 -1.596658 -1.44 0.77 -0.43
H 1.569893 2.702745 -0.726190 -0.19 -0.32 0.55
H 1.699423 0.673809 -2.247873 0.06 0.21 -0.65
H 2.653337 -0.195372 -2.971161 0.46 -0.44 -0.46
O 2.638308 0.491042 -2.308715 -0.05 0.11 0.71
H -0.611761 1.776686 -3.292461 0.26 -0.17 0.08
H -0.446381 0.358731 -2.573183 -0.30 0.11 -0.32
O -0.067190 1.278102 -2.664404 -1.60 -1.80 -3.00
H -0.915633 -2.022204 -2.276730 -0.48 -0.45 0.30
H -1.999953 -0.999982 -1.443588 0.32 -1.58 -0.90
O -1.208520 -1.130792 -2.041020 0.36 1.57 -0.02
H -4.350987 -1.122673 -1.104175 0.46 -0.44 -0.10
H -3.623260 -1.030066 0.211910 0.13 -0.30 -0.20
O -3.533840 -1.446548 -0.680294 -0.67 0.89 0.29
H 0.785793 -1.145056 -0.893746 -0.60 -0.76 0.31
H 1.762377 -0.168671 -0.515505 0.91 0.04 0.15
O 1.173662 -0.789061 -0.081384 0.60 -0.54 -0.84
H 3.429718 1.081925 -0.003649 0.76 0.11 -0.02
H 3.721941 -0.160169 0.723454 0.22 -1.06 0.29
O 3.978617 0.753664 0.729251 -0.61 0.78 -0.51
H 0.403287 4.063132 2.580608 0.30 0.29 0.63
H -0.732336 3.203286 2.356360 -0.72 -0.32 0.14
O -0.167084 3.466263 3.084818 0.36 0.10 -0.78
H 1.464209 -2.789041 2.598866 0.35 -0.48 -0.18
H 2.010104 -2.172969 1.346197 0.06 -0.74 0.00
O 2.037230 -3.015626 1.845327 -0.49 1.18 0.12
H 0.847812 -4.033020 -2.438339 -0.15 -0.13 0.00
H -0.547921 -4.188761 -3.116618 0.41 0.05 0.12
O 0.108638 -3.542811 -2.813603 -0.38 0.17 -0.09
```
Positions in Å, forces in eV/Å.

energy	-1014.71034	hartree
frontier orbital gap (alpha / beta)	10.746 / 7.824	eV
ΔE to the lowest compared entry with this formula, charge and spin	143.9	kJ/mol
total charge	+1
2S+1	2